1.
Computed, not measured: 2 unconnected molecules or ions with the total composition C2H3BrS in a non-equilibrium geometry, with wB97M-V/def2-TZVPD.

CARTESIAN COORDINATES (ANGSTROEM)
C 1.1078 0.3089 0.3342
C 0.2324 0.9021 -0.4086
S -1.0189 1.5572 -1.0843
H 1.3549 -0.7840 0.1072
H 1.9991 0.8092 0.8263
Br -2.4290 -1.4780 0.5481
H -1.2463 -1.3155 -0.3229

SMILES string = C=C=S.Br
spin multiplicity = 1
relative energy (zero: lowest compared OMol25 entry of this formula, charge and spin) = 1.0845 eV
orbital gap = 0.3116 hartree

2.
Computed, not measured: a molecular structure, C4H4I2N2, with wB97M-V/def2-TZVPD.

CARTESIAN COORDINATES (ANGSTROEM)
C 0.1823 0.9328 -1.1049
C -1.1706 0.3563 -1.1014
C 1.0406 0.3153 1.0315
C 1.3698 -0.9334 1.3415
N 1.0534 0.8976 -0.2009
N -1.7802 0.1766 -0.0122
I 1.6466 -2.4368 -0.1066
I -3.6208 -0.6461 0.0810
H 0.4643 1.4412 -2.0228
H -1.5679 0.1292 -2.0945
H 0.9119 1.0367 1.8328
H 1.4705 -1.2694 2.3564

spin multiplicity = 1
relative energy (zero: lowest compared OMol25 entry of this formula, charge and spin) = 0.7346 eV
orbital gap = 0.2933 hartree

3.
Computed, not measured: 2 unconnected molecules or ions with the total composition C10H16 in a non-equilibrium geometry, with wB97M-V/def2-TZVPD.

CARTESIAN COORDINATES (ANGSTROEM)
C 2.4209 1.2746 -2.2285
C 1.8059 0.7192 -3.5483
C 1.3359 1.9217 -1.3398
H 3.2892 1.9362 -2.3592
H 2.7167 0.4163 -1.6139
H 0.9587 1.2909 -3.9324
H 2.7011 0.6310 -4.2020
H 1.2152 2.9937 -1.4452
H 1.3384 1.7523 -0.2418
H 1.4810 -0.2969 -3.3534
H 0.3617 1.4387 -1.6172
C -0.2590 -2.2806 -0.4647
C -0.0557 0.5294 2.0493
C 0.2295 -0.5000 1.1734
C -1.4187 0.6524 2.4958
C -0.7167 -1.3434 0.6558
C -2.4112 -0.1710 1.9819
C -2.0512 -1.2992 1.1771
H 0.7795 1.1937 2.3435
H 1.2108 -0.4780 0.6407
H -1.7471 1.3431 3.2521
H -3.3977 0.0096 2.3997
H -0.3334 -3.3563 -0.3131
H 0.7630 -2.0859 -0.8716
H -2.8956 -1.8351 0.7369
H -0.8580 -2.0323 -1.3480

spin multiplicity = 2
charge = -1
relative energy (zero: lowest compared OMol25 entry of this formula, charge and spin) = 0.8617 eV
orbital gap (alpha / beta) = 0.0983 / 0.2498 hartree

4.
Computed, not measured: a molecular structure, C19H17AgBBrCl3N3O4 in a non-equilibrium geometry, with wB97M-V/def2-TZVPD.

CARTESIAN COORDINATES (ANGSTROEM)
Ag -0.2210 1.8611 -1.6939
O -3.3162 -1.9255 2.0751
C -3.5349 -0.5861 2.1824
C -4.4056 -0.0449 3.1325
C -4.7783 1.2742 3.0898
C -4.2648 2.0982 2.1055
C -3.3847 1.6107 1.1443
C -2.9859 0.2806 1.1449
C -2.0482 -0.2420 0.0661
O -1.8516 0.6815 -0.9326
N -0.8315 -0.6590 0.6979
N 0.3753 -0.4382 0.1408
C 1.4132 -1.0305 0.6961
C 2.7488 -0.8460 0.2250
Br 3.0085 0.5327 -1.0571
C 3.8665 -1.6253 0.6302
C 3.7828 -2.9441 1.2393
C 4.8865 -3.4571 1.9902
C 4.8288 -4.6803 2.6112
C 3.6212 -5.3959 2.5417
C 2.5235 -4.9588 1.7853
C 2.6136 -3.7736 1.1301
H -3.7129 -2.3547 2.8471
H -4.7973 -0.6756 3.8948
H -5.4550 1.6837 3.8126
H -4.6048 3.1632 2.0575
H -3.0245 2.3307 0.3916
H -2.4550 -1.1509 -0.4134
H -0.9635 -1.2129 1.5545
H 1.2822 -1.6218 1.6176
H 4.8691 -1.1866 0.5635
H 5.8197 -2.8844 1.9252
H 5.7090 -5.0928 3.1203
H 3.5399 -6.3076 3.1243
H 1.6313 -5.5782 1.7790
H 1.7730 -3.4361 0.5069
B -3.0203 5.6947 -3.5400
C -2.3124 4.4638 -2.8780
N -1.7044 3.6222 -2.3727
H -2.3728 6.0884 -4.4937
H -4.1380 5.3061 -3.7928
H -3.0553 6.5403 -2.6249
Cl 3.8970 1.7206 -5.3774
C 2.4074 2.6723 -4.9618
Cl 1.4699 2.9293 -6.4476
Cl 2.8470 4.3299 -4.4108
C 1.6309 1.8993 -3.8603
O 1.0905 0.8768 -4.2255
O 1.6028 2.4484 -2.7407

spin multiplicity = 1
charge = -2
orbital gap = 0.2206 hartree

5.
Computed, not measured: 2 unconnected molecules or ions with the total composition C4H14NO2 in a non-equilibrium geometry, with wB97M-V/def2-TZVPD.

CARTESIAN COORDINATES (ANGSTROEM)
C -0.7629 -0.2189 2.1150
C -0.2008 -0.2827 0.6929
C -0.9762 0.7623 -0.1565
C -0.9007 2.2284 0.2941
O -0.5373 0.6536 -1.5076
N 1.2076 -0.1926 0.1694
H -1.7340 0.2727 2.1210
H -0.1652 0.4640 2.7644
H -0.6958 -1.1757 2.6198
H -0.6276 -1.2128 0.3084
H -2.0341 0.4671 -0.1811
H -1.1598 2.3489 1.3548
H -1.5708 2.8569 -0.2920
H 0.1039 2.6744 0.2092
H -1.1581 1.1245 -2.0824
H 1.5975 -1.0700 -0.2274
H 1.9099 0.1491 0.8354
H 1.1826 0.5471 -0.5441
H 2.4704 -2.7091 -1.8212
H 1.3180 -3.1733 -0.7906
O 1.6343 -2.4842 -1.3726

spin multiplicity = 1
charge = +1
relative energy (zero: lowest compared OMol25 entry of this formula, charge and spin) = 1.2001 eV
orbital gap = 0.4215 hartree

6.
Computed, not measured: C7H6ClNO4S in the gas phase in a non-equilibrium geometry, with wB97M-V/def2-TZVPD.

CARTESIAN COORDINATES (ANGSTROEM)
O -2.9040 1.7612 0.1299
N -1.6822 1.6885 0.1961
O -0.9226 2.5813 0.0929
C -1.1853 0.4599 0.7203
C 0.2129 0.2088 0.3768
C 0.5019 0.1914 -1.0075
C 1.7932 -0.0023 -1.3785
C 2.7048 -0.4746 -0.4717
C 2.4019 -0.6768 0.8544
C 1.1958 -0.1217 1.2711
S -2.1288 -0.8050 -0.3178
O -2.4523 -0.3284 -1.5746
O -1.4196 -2.0045 -0.1317
Cl -3.8028 -1.0154 0.8471
H -1.5891 0.1744 1.7184
H -0.3040 0.3369 -1.7893
H 2.0170 0.0093 -2.5291
H 3.6754 -0.6426 -0.9717
H 2.9597 -1.1625 1.6305
H 0.9281 -0.1780 2.3344

SMILES string = O=[N+]([O-])[C@H](c1ccccc1)S(=O)(=O)Cl
spin multiplicity = 1
relative energy (zero: lowest compared OMol25 entry of this formula, charge and spin) = 0.5268 eV
orbital gap = 0.3371 hartree

7.
Computed, not measured: a molecular structure, C2H2FFeO2 in a non-equilibrium geometry, with wB97M-V/def2-TZVPD.

CARTESIAN COORDINATES (ANGSTROEM)
H -1.9399 -0.7300 -0.8303
O 0.0773 -1.1512 -0.7040
C -0.9687 -0.5040 -0.3629
C -0.8223 0.7087 0.3666
O 0.3486 1.0891 0.7080
H -1.7051 1.2665 0.7069
F 3.3798 -0.4445 0.0591
Fe 1.6303 -0.2347 0.0566

spin multiplicity = 6
relative energy (zero: lowest compared OMol25 entry of this formula, charge and spin) = 0.0000 eV
orbital gap (alpha / beta) = 0.3412 / 0.2884 hartree

no.,E (Ha)
1,-3050.1378
2,-859.6288
3,-390.5515
4,-5325.8368
5,-365.7866
6,-1484.2731
7,-1591.4417